1.
C4H5OPS as an isolated structure in a non-equilibrium geometry. Source: the Open Molecules 2025 dataset; level of theory: ωB97M-V with the def2-TZVPD basis set.

```
12
Properties=species:S:1:pos:R:3:forces:R:3
C 0.45401 -1.15837 1.00566 -2.07 3.04 -3.08
C 0.83255 0.27208 1.28997 0.62 1.23 0.79
C -0.37701 -1.28661 -0.06509 1.15 1.82 1.40
C 0.22927 1.16989 0.45163 1.32 0.32 1.03
O 0.00842 0.61826 -2.66897 -5.72 -0.10 2.81
P -0.91569 0.33616 -0.61748 1.62 0.02 -3.32
S -2.78093 0.73563 -0.68520 0.53 -0.05 -0.02
H 0.57822 -1.94871 1.61491 1.09 -2.45 2.13
H 1.54919 0.59012 2.19472 -1.65 -0.85 -2.39
H -0.91868 -2.11639 -0.34719 -0.77 -1.86 -0.51
H 0.44491 2.24700 0.36269 -0.26 -0.73 0.36
H 0.89575 0.54094 -2.53565 4.15 -0.41 0.79
```
Positions in Å, forces in eV/Å.

Values from the calculation:
HOMO energy in eV: -9.55
Energy in eV: -26397.79504
Molar mass in g/mol: 132.12
Total charge: 0
Energy above the lowest of the compared OMol25 structures with the same formula, charge and spin in kJ/mol: 248.1


2.
C4H5PS as an isolated structure in a non-equilibrium geometry. Source: the Open Molecules 2025 dataset; level of theory: ωB97M-V with the def2-TZVPD basis set.

```
11
Properties=species:S:1:pos:R:3:forces:R:3
C 0.36679 -0.33955 -0.89002 -2.85 -0.04 0.82
C 0.27145 -0.00280 0.41349 1.71 -1.95 -0.74
C -2.28570 0.20671 -1.97597 3.44 -1.38 -1.28
C 1.41034 0.36258 1.32190 -2.43 1.70 -0.42
P -1.38613 -0.88626 -1.10620 0.61 0.87 0.01
S -1.26551 -0.60260 1.03563 -0.49 0.39 0.36
H 1.04556 -0.41860 -1.67817 1.47 0.49 -0.61
H -3.21298 0.35722 -1.61677 -3.55 0.79 1.22
H 0.98184 1.20603 1.92204 1.28 -0.70 0.00
H 2.25788 0.56479 0.74312 1.07 1.44 -1.14
H 1.81647 -0.44752 1.83094 -0.26 -1.62 1.80
```
Positions in Å, forces in eV/Å.

Values from the calculation:
HOMO energy in eV: -8.65
Energy in eV: -24348.17913
Molar mass in g/mol: 116.12
Total charge: 0
Energy above the lowest of the compared OMol25 structures with the same formula, charge and spin in kJ/mol: 301.1


3.
C4H5PS2 in the gas phase in a non-equilibrium geometry. Source: the Open Molecules 2025 dataset; level of theory: ωB97M-V with the def2-TZVPD basis set.

```
12
Properties=species:S:1:pos:R:3:forces:R:3
C 1.45061 0.51056 0.78699 -1.48 -1.29 0.65
C 0.15247 0.83121 0.71512 -0.72 -2.38 -4.49
C 1.79032 -0.72288 -0.03916 -0.66 -0.13 -0.09
C -0.74330 -0.12604 -0.53473 2.97 0.91 2.44
P 0.60825 -1.41107 -1.08978 0.29 1.65 2.15
S -1.15794 0.79149 -2.02834 -0.84 -0.09 -0.36
S -2.16968 -0.80848 0.31786 -0.44 -0.09 1.02
H 1.96165 0.98635 1.65867 0.42 -0.65 -1.22
H -0.43224 1.62192 1.06874 -0.53 1.01 0.92
H 2.72361 -1.28948 0.08032 -0.13 0.70 -0.11
H -2.05617 -0.14314 -2.53293 0.79 0.71 0.45
H -2.12758 -0.24044 1.59724 0.33 -0.33 -1.35
```
Positions in Å, forces in eV/Å.

Values from the calculation:
HOMO energy in eV: -8.49
Energy in eV: -35185.20443
Molar mass in g/mol: 148.19
Total charge: 0
Energy above the lowest of the compared OMol25 structures with the same formula, charge and spin in kJ/mol: 151.2


4.
C4H6 in the gas phase. Source: the Open Molecules 2025 dataset; level of theory: ωB97M-V with the def2-TZVPD basis set.

```
10
Properties=species:S:1:pos:R:3:forces:R:3
C 0.11258 1.82928 -0.22776 -0.01 0.06 -0.01
C -0.04934 0.42820 -0.67638 -0.06 -0.29 0.33
C -0.23108 -0.67016 -0.01166 0.21 0.34 -0.19
C 0.12849 -1.90624 0.50364 0.06 -0.04 0.13
H 0.68529 2.42466 -0.94636 -0.11 -0.12 0.11
H 0.55627 1.92712 0.77369 -0.05 -0.02 -0.12
H -0.88914 2.27789 -0.18573 0.13 -0.06 0.00
H -0.62195 -2.61280 0.84679 0.10 0.20 -0.06
H 1.17039 -2.22838 0.52767 -0.21 0.05 -0.07
H -0.86152 -1.46957 -0.60391 -0.06 -0.12 -0.12
```
Positions in Å, forces in eV/Å.

Values from the calculation:
HOMO energy in eV: -7.59
Energy in eV: -4239.79821
Molar mass in g/mol: 54.09
Total charge: 0
Energy above the lowest of the compared OMol25 structures with the same formula, charge and spin in kJ/mol: 401.6


HOMO-LUMO gap per entry: 8.091; 7.571; 8.098; 7.999 eV